Here is a structure of composition C33H24N3O6SV at a distorted geometry from the Open Molecules 2025 dataset. Energies are from ωB97M-V/def2-TZVPD.

Charge ... 0
E ... -87885.9078 eV
Spin multiplicity ... 3
E_HOMO (alpha / beta) ... -7.5 / -7.6 eV

CARTESIAN COORDINATES (ANGSTROEM)
V 0.251 -0.268 -0.214
O 1.793 -0.294 0.624
C 2.788 -1.012 0.330
C 2.882 -1.827 -0.832
C 3.997 -2.644 -1.054
C 4.130 -3.354 -2.235
C 3.183 -3.225 -3.267
C 2.069 -2.457 -3.065
C 1.840 -1.793 -1.833
O 0.722 -1.205 -1.613
N 5.242 -4.232 -2.391
O 5.942 -4.439 -1.414
O 5.422 -4.745 -3.483
H 3.653 -0.983 1.004
H 4.766 -2.718 -0.299
H 3.351 -3.747 -4.198
H 1.316 -2.350 -3.830
C -2.410 4.504 4.882
C -2.406 3.569 3.716
C -3.591 3.048 3.203
C -3.570 2.182 2.123
C -2.361 1.842 1.540
C -1.171 2.346 2.039
C -1.201 3.202 3.126
S -2.362 0.907 0.003
O -2.429 -0.507 0.244
O -3.403 1.444 -0.829
N -0.859 1.166 -0.578
C -0.607 2.319 -1.265
C -1.462 3.411 -1.282
C -1.259 4.484 -2.153
C -0.198 4.499 -3.017
C 0.758 3.468 -2.962
C 1.899 3.431 -3.789
C 2.817 2.428 -3.629
C 2.601 1.467 -2.627
N 1.529 1.443 -1.876
C 0.593 2.396 -2.041
H -3.317 5.101 4.895
H -1.539 5.154 4.845
H -2.372 3.937 5.812
H -4.539 3.342 3.632
H -4.483 1.781 1.705
H -0.225 2.091 1.562
H -0.284 3.621 3.513
H -2.335 3.405 -0.653
H -1.974 5.293 -2.141
H -0.073 5.288 -3.741
H 2.028 4.205 -4.534
H 3.695 2.369 -4.252
H 3.340 0.697 -2.440
C -1.963 -5.446 0.338
C -1.421 -4.665 -0.692
C -0.900 -3.430 -0.421
C -0.892 -2.898 0.886
C -0.348 -1.622 1.186
C -0.416 -1.162 2.476
C -1.083 -1.891 3.478
C -1.618 -3.118 3.206
C -1.504 -3.670 1.915
C -2.009 -4.954 1.611
H -2.351 -6.429 0.112
H -1.410 -5.044 -1.705
H -0.505 -2.833 -1.232
H 0.023 -0.202 2.744
H -1.179 -1.460 4.467
H -2.146 -3.681 3.964
H -2.453 -5.538 2.406

---

Here is a cluster of 2 separate species, C3HN3O in total at a distorted geometry from the Open Molecules 2025 dataset. Energies are from ωB97M-V/def2-TZVPD.

Charge ... 0
Energy above the lowest of the compared OMol25 structures with the same formula, charge and spin ... 18.2 kcal per mole
E ... -9638.4049 eV
Spin multiplicity ... 3
E_HOMO (alpha / beta) ... -6.9 / -12.4 eV

CARTESIAN COORDINATES (ANGSTROEM)
C 0.658 -1.101 0.646
C 0.449 0.219 0.077
C -1.780 -0.748 -0.240
N 0.890 -2.202 1.019
N 0.894 1.435 0.227
N 0.981 2.553 0.343
O -2.417 -0.204 -1.015
H 0.327 0.047 -1.056

---

Question: Look up the E of the first one.
Answer: -87885.9078 eV